1.
The following is a quantum chemistry calculation of a cluster of 10 separate species, C23H44Cl12F3N5O7 in total at a distorted geometry, from the Open Molecules 2025 dataset.

Last column: Mulliken charge in e.
Atoms and positions in Å:
C: 4.04002 -0.54953 7.76901  -1.03
C: 2.55665 -0.32879 7.83787  -0.21
O: 2.05077 0.28211 6.62693  -0.28
C: 1.72197 -0.47908 5.49336  0.19
O: 2.11926 -1.61975 5.28936  -0.42
C: 0.97819 0.34276 4.41615  0.96
F: 1.77341 0.45221 3.39292  -0.21
F: -0.18007 -0.17693 4.08539  -0.22
F: 0.76309 1.53099 4.91178  -0.30
H: 4.43886 -1.08750 8.62902  0.37
H: 4.60695 0.36503 7.59503  0.30
H: 4.14813 -1.31148 6.99710  0.25
H: 2.28962 0.37168 8.62916  0.29
H: 2.02839 -1.27934 7.91208  0.30
Cl: -2.60437 -2.56701 -3.67227  -0.05
C: -4.00925 -1.62015 -4.26781  -0.23
Cl: -3.45973 -0.65168 -5.69699  -0.14
Cl: -4.64957 -0.62352 -2.94377  -0.03
H: -4.76196 -2.25167 -4.73971  0.45
Cl: -3.04896 1.61948 1.31910  -0.03
C: -4.62874 1.89277 0.51778  0.77
Cl: -5.76698 3.08044 1.35838  -0.14
Cl: -5.42399 0.29097 0.25565  -0.11
H: -4.45120 2.24163 -0.49951  -0.51
Cl: -3.88861 -2.99488 -0.27002  -0.01
C: -3.97264 -4.80703 -0.28879  -0.13
Cl: -2.94721 -5.52580 0.93192  -0.09
Cl: -3.49033 -5.43084 -1.88398  -0.12
H: -4.99559 -5.10419 -0.05777  0.34
Cl: 1.45085 -6.18761 3.44854  -0.15
C: 1.26895 -4.50250 3.95397  0.48
Cl: 0.93935 -4.50151 5.69486  -0.16
Cl: -0.01220 -3.73815 3.06650  -0.10
H: 2.15695 -3.87561 3.87290  -0.07
C: 0.41322 -2.04912 -5.33382  -0.93
N: 1.53577 -2.66860 -4.58923  0.12
C: 2.42426 -3.57079 -5.33958  -1.05
C: 1.67045 -2.54739 -3.27608  0.39
O: 2.51281 -3.13456 -2.63102  -0.65
H: -0.23745 -2.84311 -5.70031  0.36
H: 0.71258 -1.62533 -6.29240  0.39
H: -0.09569 -1.23578 -4.81652  0.21
H: 2.65208 -4.54957 -4.91745  0.31
H: 1.99578 -3.74639 -6.32632  0.39
H: 3.34327 -3.01308 -5.51981  0.32
H: 0.88964 -1.95785 -2.77111  0.10
C: 4.34492 -1.15920 1.79966  -0.82
N: 4.40247 -1.93227 0.53550  0.15
C: 4.96327 -1.38539 -0.62936  -0.84
C: 3.84320 -3.17314 0.52580  0.10
O: 3.20397 -3.63688 1.49516  -0.61
H: 4.09087 -1.79507 2.64774  0.26
H: 3.58483 -0.39779 1.62469  0.25
H: 5.33772 -0.72125 1.90276  0.32
H: 5.82449 -0.77898 -0.34889  0.34
H: 5.43205 -2.10408 -1.30155  0.36
H: 4.22432 -0.70588 -1.05400  0.20
H: 3.93863 -3.64487 -0.46444  0.32
C: -0.50561 6.56660 -0.60713  -0.93
N: 0.00511 5.27224 -0.25783  0.23
C: -0.25561 4.74134 1.07668  -0.81
C: 0.81481 4.65046 -1.10603  0.08
O: 1.28905 3.55023 -0.84862  -0.58
H: -0.13108 7.00403 -1.53260  0.30
H: -0.25498 7.28212 0.17602  0.36
H: -1.59483 6.52563 -0.60357  0.30
H: -1.33803 4.73191 1.20472  0.32
H: 0.12648 3.72517 1.17412  0.13
H: 0.12428 5.36310 1.88736  0.31
H: 0.96232 5.13779 -2.08222  0.33
C: -0.89035 -0.87757 0.73712  -0.85
N: -0.48923 -0.26174 -0.50241  0.86
C: 0.83917 0.31042 -0.45836  -1.00
C: -1.31509 -0.40413 -1.59200  0.66
O: -0.88084 -0.02400 -2.71180  -0.60
H: -0.87331 -0.20226 1.59254  0.10
H: -0.23233 -1.71205 0.97952  0.38
H: -1.91035 -1.26057 0.70513  -0.03
H: 1.54147 -0.40428 -0.02932  0.37
H: 1.23420 0.50541 -1.45537  0.31
H: 0.92595 1.26907 0.05307  0.05
H: -2.27628 -0.91255 -1.41930  -0.24
C: -2.56003 3.21327 -1.88482  -0.74
N: -3.74104 3.69455 -2.63783  0.31
C: -4.11605 2.92857 -3.84769  -0.72
C: -4.26385 4.89602 -2.41818  0.02
O: -3.89584 5.70327 -1.59165  -0.57
H: -2.67160 2.15261 -1.65973  -0.16
H: -2.27618 3.70865 -0.95631  0.29
H: -1.80561 3.14327 -2.66842  0.53
H: -5.08212 3.15278 -4.29995  0.35
H: -3.39717 3.03047 -4.66067  0.33
H: -4.11104 1.90621 -3.46973  0.08
H: -5.04209 5.01466 -3.18790  0.28

Properties
LUMO in eV: 0.256
Gap between HOMO and LUMO in eV: 9.08
Net charge: 0
HOMO in eV: -8.819
Calculated total energy in a.u.: -7525.081106



2.
The following is a quantum chemistry calculation of a structure of composition C3H4O2Ru at a distorted geometry, from the Open Molecules 2025 dataset.

Last column: Mulliken charge in e.
Atoms and positions in Å:
H: -1.11729 0.02636 -0.57195  0.25
O: 0.16889 1.25761 0.44822  -0.31
O: 1.67480 -0.09534 -0.14804  -0.32
C: -0.54368 -0.03931 0.51013  -0.24
C: 0.66408 -0.96599 0.47497  -0.22
C: 1.23648 1.12363 -0.28773  0.61
H: -1.05465 -0.04708 1.47867  0.27
H: 1.03326 -1.27855 1.45615  0.28
H: 0.54461 -1.84334 -0.16827  0.27
Ru: 1.35430 2.25343 -2.39770  0.41

Properties
LUMO (spin up / spin down) in eV: -4.583 / -6.770
Multiplicity: 6
Gap between HOMO and LUMO (spin up / spin down) in eV: 7.66 / 8.74
Net charge: +1
HOMO (spin up / spin down) in eV: -12.245 / -15.509
Calculated total energy in a.u.: -361.572479



3.
The following is a quantum chemistry calculation of a cluster of 2 separate species, C5H8N2O in total at a distorted geometry, from the Open Molecules 2025 dataset.

Last column: Mulliken charge in e.
Atoms and positions in Å:
N: -0.41210 -2.20815 0.07729  -0.77
C: -0.03318 -0.98957 0.02244  0.17
C: 0.22981 0.06819 -1.11022  -0.22
C: 0.05827 1.11587 -0.03856  -0.53
C: 0.07676 0.05482 1.05337  -0.53
H: -0.15058 -2.69917 0.98857  0.23
H: -0.54420 0.18232 -1.97986  0.22
H: 1.23147 -0.18711 -1.47225  0.28
H: 0.90070 1.93400 0.02989  0.26
H: -0.82311 1.69146 -0.16722  0.23
H: 1.08016 0.20877 1.51617  0.25
H: -0.58862 0.06640 1.84296  0.38
N: -2.93592 -0.73193 0.06326  -0.39
C: -3.29480 0.38457 -0.03652  0.52
O: -3.95782 1.34931 -0.07990  -0.46
H: -2.21514 -1.32110 -0.34210  0.35

Properties
LUMO in eV: 0.732
Gap between HOMO and LUMO in eV: 10.55
Net charge: 0
HOMO in eV: -9.816
Calculated total energy in a.u.: -379.998194